Record 1
Density functional theory data (wB97M-V/def2-TZVPD) for a cluster of 2 separate species, C4H11N4 in total.

XYZ file:
```
19
Properties=species:S:1:pos:R:3:forces:R:3:nbo_charge:R:1
N -1.456 2.064 0.925 0.3 0.3 -0.2 -0.84
C -0.474 1.727 -0.005 -0.1 0.3 0.0 0.57
N -0.955 1.596 -1.297 0.1 0.1 0.0 -0.83
N 0.739 1.410 0.250 -0.1 0.3 0.0 -0.79
H -1.076 2.479 1.765 -0.1 -0.1 0.1 0.40
H -2.196 2.641 0.550 -0.1 0.0 0.1 0.39
H -1.761 2.167 -1.504 -0.1 -0.2 -0.1 0.39
H -0.225 1.754 -1.979 0.0 -0.2 0.0 0.41
H 0.996 1.713 1.185 0.1 -0.3 0.1 0.35
C 1.036 -1.605 -0.657 -0.5 0.3 -0.4 -0.06
C 2.130 -2.333 -0.748 -0.1 -0.2 -0.2 -0.31
C -0.771 -1.129 0.912 -0.6 -1.0 -0.9 0.13
N 0.113 -1.896 0.388 0.7 -0.1 0.7 -0.41
H 0.813 -0.719 -1.231 0.0 -0.1 0.0 0.25
H 2.297 -3.181 -0.098 0.1 -0.1 0.0 0.21
H 2.860 -2.100 -1.505 0.1 0.0 0.0 0.25
H -1.123 -1.394 1.900 -0.3 0.0 -0.1 0.23
H -1.300 -0.440 0.266 0.5 0.6 0.4 0.24
H 0.354 -2.753 0.882 0.2 0.3 0.4 0.43
```
Forces are in eV/Å.

Net charge: +1
HOMO energy (hartree): -0.4811
Gap between HOMO and LUMO (hartree): 0.29918

---

Record 2
Density functional theory data (wB97M-V/def2-TZVPD) for a cluster of 2 separate species, C4H11N4 in total.

XYZ file:
```
19
Properties=species:S:1:pos:R:3:forces:R:3:nbo_charge:R:1
C -3.067 0.457 0.713 -0.3 1.3 0.6 -0.35
C 1.500 1.002 0.445 0.0 -3.5 -0.3 0.18
C 1.074 2.260 -0.137 -0.5 -1.2 -4.1 -0.69
C 0.441 -2.478 -0.328 1.6 -0.5 1.0 -0.42
N -2.346 0.256 -0.279 2.7 1.0 -4.9 0.05
N -1.728 0.257 -1.272 -1.3 -0.5 2.4 -0.13
N 0.905 -0.099 0.039 0.9 1.9 -1.6 -0.24
N 1.256 -1.368 0.218 -0.5 -2.1 0.6 -0.41
H 0.244 0.062 -0.781 0.0 -0.3 1.3 0.45
H -3.290 1.466 1.005 -0.2 0.1 0.0 0.25
H 2.373 0.850 1.130 -1.0 0.5 -0.5 0.23
H 1.508 2.450 -1.212 -0.1 -0.2 2.2 0.28
H 1.355 2.920 0.561 0.9 3.4 1.9 0.25
H 0.010 2.338 -0.376 -0.1 -0.3 0.5 0.26
H 1.068 -3.044 -1.024 -0.4 0.3 -0.2 0.22
H 0.104 -3.205 0.427 0.2 0.6 0.1 0.23
H -0.402 -2.063 -0.766 -1.6 0.6 -1.2 0.21
H -3.205 -0.389 1.261 -0.9 -1.9 1.8 0.23
H 2.198 -1.673 0.373 0.5 1.0 0.2 0.41
```
Forces are in eV/Å.

Net charge: +1
HOMO energy (hartree): -0.4644
Gap between HOMO and LUMO (hartree): 0.30936

---

Record 3
Density functional theory data (wB97M-V/def2-TZVPD) for the ion C4H11N6O with charge +1.

XYZ file:
```
22
Properties=species:S:1:pos:R:3:forces:R:3:nbo_charge:R:1
C 0.535 1.334 0.854 0.1 -0.7 -0.2 0.61
C 0.895 -1.029 0.753 -0.1 -0.3 -0.4 0.69
C -0.252 0.224 -1.051 -2.7 -1.4 -0.6 0.41
C -1.893 -0.208 -1.153 2.7 1.0 0.1 -0.07
N -0.069 1.362 -0.256 0.0 0.5 0.1 -0.55
N 1.005 0.124 1.437 -0.1 0.5 0.0 -0.61
N 0.381 -0.995 -0.454 0.1 0.3 0.5 -0.55
N 0.824 2.446 1.543 0.1 0.2 0.3 -0.78
N 1.345 -2.164 1.287 0.1 -0.1 0.2 -0.76
N 0.287 0.369 -2.359 -0.1 0.1 -0.3 -0.84
O -2.229 -0.706 0.110 -0.1 -0.1 0.1 -0.73
H -1.971 -0.965 -1.939 0.0 0.0 -0.1 0.16
H -2.438 0.700 -1.415 0.0 0.0 0.0 0.19
H 1.439 0.138 2.345 0.0 -0.1 0.0 0.43
H 0.280 -1.841 -0.993 0.1 0.0 0.1 0.43
H 0.471 3.316 1.181 0.0 0.0 0.0 0.43
H 1.196 2.430 2.475 0.0 0.0 0.0 0.40
H 1.693 -2.208 2.232 0.0 0.1 -0.1 0.42
H 1.240 -3.037 0.795 0.0 0.1 0.0 0.43
H -0.405 0.350 -3.095 0.0 0.0 0.0 0.38
H 0.850 1.204 -2.448 0.0 0.0 0.0 0.39
H -3.183 -0.845 0.150 0.1 0.0 0.1 0.49
```
Forces are in eV/Å.

Net charge: +1
HOMO energy (hartree): -0.4673
SMILES: NC1=N[C@](N)(CO)NC(=[NH2+])N1
Gap between HOMO and LUMO (hartree): 0.36244

---

Record 4
Density functional theory data (wB97M-V/def2-TZVPD) for the molecule C4H11NO.

XYZ file:
```
17
Properties=species:S:1:pos:R:3:forces:R:3:nbo_charge:R:1
C -1.461 -0.908 -0.314 0.3 -0.5 0.1 -0.06
O -1.941 -0.283 0.864 -0.3 -0.1 0.4 -0.73
C -0.514 0.015 -1.062 0.8 0.7 -0.2 -0.43
C 0.121 1.131 -0.215 0.6 -0.6 0.6 -0.41
C 1.260 0.732 0.769 0.0 0.0 -0.4 -0.22
N 2.189 -0.329 0.299 -0.6 -0.1 0.2 -0.83
H -2.281 -1.206 -0.956 -0.3 0.0 -0.2 0.17
H -0.936 -1.837 -0.043 0.0 0.2 0.0 0.15
H -2.295 -0.960 1.458 0.1 0.2 -0.3 0.47
H -0.929 0.533 -1.929 -0.6 -0.2 0.2 0.21
H 0.278 -0.589 -1.511 -0.1 -0.1 0.0 0.19
H -0.655 1.557 0.417 0.0 0.3 -0.2 0.23
H 0.529 1.892 -0.872 -0.2 0.1 -0.2 0.20
H 1.854 1.636 0.932 -0.1 0.0 0.1 0.18
H 0.821 0.464 1.728 0.0 -0.2 0.1 0.18
H 1.796 -0.757 -0.531 0.2 0.1 -0.2 0.34
H 2.163 -1.092 0.966 0.2 0.1 0.1 0.35
```
Forces are in eV/Å.

HOMO energy (hartree): -0.3387
SMILES: NCCCCO
Gap between HOMO and LUMO (hartree): 0.36689

---

Record 5
Density functional theory data (wB97M-V/def2-TZVPD) for the molecule C4H11NO.

XYZ file:
```
17
Properties=species:S:1:pos:R:3:forces:R:3:nbo_charge:R:1
C 0.072 -0.430 0.684 -0.1 2.2 2.3 -0.23
C 0.517 0.599 -0.299 0.9 -1.8 -2.7 -0.06
C -1.253 -1.071 0.324 0.3 0.1 -0.2 -0.61
C -0.055 0.479 2.031 -0.1 -2.0 -0.9 -0.61
N 0.816 0.531 -2.717 0.1 0.4 0.1 -0.54
O 0.865 -0.248 -1.523 -0.5 1.3 0.6 -0.45
H 0.854 -1.175 0.840 0.0 0.0 0.0 0.21
H 0.283 0.007 -3.410 0.0 -0.2 0.4 0.34
H 1.768 0.583 -3.078 -0.1 -0.1 0.2 0.33
H 1.447 1.106 -0.029 -0.2 0.1 0.2 0.18
H -0.271 1.314 -0.550 0.1 -0.1 -0.1 0.19
H -2.047 -0.326 0.304 -0.1 0.1 0.1 0.20
H -1.181 -1.490 -0.679 -0.1 -0.2 0.1 0.22
H -1.518 -1.838 1.049 -0.1 -0.1 -0.1 0.21
H -0.839 1.225 1.923 0.0 0.1 -0.1 0.20
H 0.885 0.947 2.310 0.1 0.0 -0.1 0.21
H -0.343 -0.212 2.819 -0.1 0.2 0.3 0.21
```
Forces are in eV/Å.

HOMO energy (hartree): -0.3450
SMILES: CC(C)CON
Gap between HOMO and LUMO (hartree): 0.38758

---

Record 6
Density functional theory data (wB97M-V/def2-TZVPD) for the molecule C4H11NO.

XYZ file:
```
17
Properties=species:S:1:pos:R:3:forces:R:3:nbo_charge:R:1
C -1.363 0.186 1.012 -0.5 1.2 -0.4 -0.63
C -0.285 0.985 0.266 -0.2 -1.2 -0.9 -0.04
C 0.931 0.090 -0.134 -1.2 0.0 -1.0 -0.44
C 0.811 -1.417 -0.268 0.8 -0.6 0.2 -0.07
O 2.131 -1.987 -0.092 0.0 0.0 -0.1 -0.74
N -0.844 1.625 -0.931 0.3 0.5 -0.3 -0.86
H -2.332 0.680 0.878 0.1 0.1 0.1 0.21
H -1.222 0.129 2.077 0.4 -0.4 0.4 0.22
H -1.469 -0.774 0.546 -0.1 -0.6 0.1 0.20
H 0.183 1.753 0.857 -0.3 0.5 0.5 0.19
H 1.282 0.475 -1.085 0.2 0.2 -0.1 0.22
H 1.678 0.260 0.579 1.3 0.1 1.1 0.21
H 0.219 -1.851 0.531 -0.2 0.0 0.1 0.17
H 0.438 -1.788 -1.225 -0.4 0.4 0.0 0.17
H 2.464 -2.331 -0.929 -0.2 0.2 0.2 0.47
H -1.760 1.334 -1.236 -0.1 -0.3 0.3 0.36
H -0.863 2.631 -0.847 0.0 0.0 0.0 0.36
```
Forces are in eV/Å.

HOMO energy (hartree): -0.3316
SMILES: C[C@H](N)CCO
Gap between HOMO and LUMO (hartree): 0.36966

---

We obtain E values of -377.75359; -377.63261; -562.61321; -288.96938; -288.92132; -288.96707 hartree for the records listed above, in that order.
We obtain ΔE to the lowest compared entry with this formula, charge and spin values of 192.1; 509.7; 20.7; 125.1; 251.3; 131.1 kJ/mol for the records listed above, in that order.